No. 1
56
Properties=species:S:1:pos:R:3:nbo_charge:R:1 method="wB97M-V/def2-TZVPD" total_charge=+2 homo_energy_ev="-15.700 / -15.716" lumo_ev="-8.96 / -8.73"
Ru 0.156 -0.044 -0.654 1.18
C 1.721 -2.073 -4.300 -0.66
C 1.526 -2.524 -2.849 -0.47
O 1.990 -3.832 -2.581 -0.71
P -0.237 -2.602 -2.387 2.42
O -0.420 -3.621 -1.218 -0.97
O -1.081 -3.187 -3.559 -0.96
O -0.733 -1.213 -1.968 -1.00
P 2.364 -1.343 -1.709 2.32
O 1.572 -1.658 -0.293 -1.01
O 3.802 -1.512 -1.631 -0.99
O 1.617 0.041 -1.903 -0.92
H 1.333 -2.828 -4.983 0.25
H 2.785 -1.938 -4.498 0.26
H 1.223 -1.120 -4.492 0.24
H 2.880 -3.941 -2.949 0.51
H -0.323 -4.560 -1.447 0.56
H -1.449 -2.603 -4.236 0.55
H 1.972 -2.297 0.314 0.57
C 2.136 2.322 0.476 -1.14
Si 1.333 1.412 1.895 1.65
C 2.387 -0.005 2.441 -1.14
C 0.827 2.520 3.289 -1.11
C -0.374 0.853 1.116 -0.70
C -1.054 1.966 0.359 0.18
C -1.741 3.098 0.728 -0.25
C -2.233 3.906 -0.298 -0.09
C -2.034 3.567 -1.628 -0.24
C -1.343 2.406 -1.930 0.10
N -0.882 1.649 -0.937 -0.42
Si -1.656 -0.429 1.878 1.65
C -2.903 -0.623 0.504 -1.14
C -0.797 -2.039 2.194 -1.13
C -2.341 0.400 3.377 -1.11
H 3.158 2.591 0.759 0.29
H 1.604 3.242 0.225 0.26
H 2.242 1.742 -0.444 0.25
H 3.157 0.393 3.108 0.28
H 2.910 -0.463 1.601 0.24
H 1.850 -0.773 2.998 0.25
H 1.741 2.933 3.728 0.28
H 0.302 1.972 4.072 0.26
H 0.210 3.359 2.967 0.25
H -1.889 3.349 1.769 0.26
H -2.775 4.810 -0.051 0.26
H -2.408 4.191 -2.428 0.26
H -1.151 2.074 -2.940 0.24
H -2.475 -0.910 -0.459 0.24
H -3.479 0.292 0.343 0.26
H -3.606 -1.421 0.759 0.28
H -0.334 -2.433 1.289 0.23
H -1.535 -2.779 2.516 0.28
H -0.043 -1.974 2.980 0.26
H -2.812 1.356 3.146 0.26
H -1.581 0.555 4.144 0.26
H -3.110 -0.255 3.797 0.28

---

No. 2
8
Properties=species:S:1:pos:R:3:nbo_charge:R:1 method="wB97M-V/def2-TZVPD" total_charge=0 homo_energy_ev=-9.113 smiles="C1=NN=PC1" lumo_ev=-0.36 relative_energy_kj_mol=242.5
C 0.926 0.083 -0.050 0.07
N 0.729 1.248 0.545 -0.22
N -0.585 1.441 0.603 -0.67
P -1.722 0.401 0.667 0.95
C -0.390 -0.690 -0.186 -0.86
H 1.863 -0.232 -0.405 0.21
H 0.180 -1.610 0.021 0.26
H -1.002 -0.641 -1.194 0.27

---

No. 3
9
Properties=species:S:1:pos:R:3:nbo_charge:R:1 method="wB97M-V/def2-TZVPD" total_charge=0 homo_energy_ev="-9.180 / -9.171" smiles="C=C(O)Cl.O=S" lumo_ev="-1.63 / -1.65" relative_energy_kj_mol=204.9
C -0.089 -0.210 0.249 -0.54
C 1.175 0.029 -0.050 0.29
O 2.061 -0.929 -0.359 -0.67
Cl 1.818 1.653 -0.060 -0.03
H -0.776 0.577 0.494 0.23
H -0.436 -1.226 0.241 0.22
H 2.927 -0.557 -0.567 0.50
O -3.097 0.993 0.237 -0.69
S -3.581 -0.329 -0.183 0.69

---

No. 4
14
Properties=species:S:1:pos:R:3:nbo_charge:R:1 method="wB97M-V/def2-TZVPD" total_charge=0 homo_energy_ev=-9.625 lumo_ev=0.81 relative_energy_kj_mol=137.4
H -1.377 -1.742 0.010 0.36
N -1.059 -0.782 -0.048 -0.73
C 0.128 -0.643 0.373 0.58
C 1.061 -1.675 0.938 -0.70
O 0.710 0.573 0.329 -0.49
C -0.150 1.634 -0.067 -0.18
C -0.788 1.410 -1.431 0.44
O -1.848 1.882 -1.750 -0.52
H 2.075 -1.283 0.997 0.24
H 0.743 -1.972 1.937 0.24
H 1.052 -2.574 0.321 0.23
H -0.930 1.831 0.681 0.21
H 0.531 2.485 -0.142 0.21
H -0.147 0.855 -2.151 0.11

---

No. 5
39
Properties=species:S:1:pos:R:3:nbo_charge:R:1 method="wB97M-V/def2-TZVPD" total_charge=0 homo_energy_ev=-9.328 lumo_ev=-0.20 relative_energy_kj_mol=473.1
H -0.911 0.189 -0.179 0.47
H -0.350 -1.111 0.373 0.47
H -1.812 -1.925 -1.739 0.46
H -3.111 -2.699 -1.897 0.47
H 4.346 -0.333 2.950 0.45
H 2.928 -0.035 2.491 0.49
H -3.142 -0.714 0.740 0.46
H -1.925 0.035 1.258 0.49
H 0.310 0.002 3.339 0.47
H 1.034 1.152 4.018 0.47
H 3.077 -2.258 -2.240 0.47
H 2.617 -2.092 -3.680 0.48
H 1.193 -3.344 3.201 0.46
H 2.553 -3.889 2.797 0.47
H 1.026 2.369 -1.019 0.47
H 2.180 1.885 -1.882 0.47
H -2.816 1.687 0.974 0.47
H -3.101 1.758 2.465 0.47
H -3.447 1.868 -2.277 0.47
H -4.653 1.728 -3.191 0.47
H 2.307 -0.028 0.568 0.49
H 1.532 -1.181 1.185 0.46
H 1.606 -0.202 -4.959 0.47
H 0.528 -0.523 -3.936 0.47
H -1.275 4.384 -0.585 0.47
H -1.868 4.275 0.810 0.49
O -0.351 -0.159 0.523 -0.93
O -2.769 -1.808 -1.764 -0.93
O 3.433 -0.614 3.074 -0.95
O -2.214 -0.838 0.970 -0.97
O 0.992 0.665 3.188 -0.94
O 3.122 -1.650 -2.987 -0.95
O 1.973 -3.782 3.559 -0.93
O 1.752 1.735 -1.032 -0.94
O -2.472 2.054 1.796 -0.93
O -3.786 1.348 -3.014 -0.93
O 2.417 -0.926 0.902 -0.94
O 0.914 -0.843 -4.759 -0.94
O -1.838 3.823 -0.041 -0.95

---

No. 6
11
Properties=species:S:1:pos:R:3:lowdin_charge:R:1 method="wB97M-V/def2-TZVPD" total_charge=-1 homo_energy_ev=-6.213 lumo_ev=-2.09 relative_energy_kj_mol=0.0
Tl 2.141 -0.696 0.494 0.96
S -0.518 -1.399 0.880 0.19
O -1.615 -0.684 0.315 -0.21
O 0.255 -0.547 1.846 -0.34
O -1.016 -2.552 1.618 -0.23
O 0.434 -1.834 -0.094 -0.46
S 0.041 1.546 -1.007 0.27
O 0.832 2.698 -0.585 -0.25
O -1.386 1.725 -0.653 -0.17
O 0.208 1.371 -2.439 -0.23
O 0.625 0.372 -0.375 -0.52

---

No. 7
48
Properties=species:S:1:pos:R:3:nbo_charge:R:1 method="wB97M-V/def2-TZVPD" total_charge=0 homo_energy_ev="-6.582 / -6.582" lumo_ev="-0.01 / -0.01" relative_energy_kj_mol=237.2
Pd -0.035 -0.174 -0.468 0.69
C -1.647 2.867 -1.269 -0.25
N -0.473 2.280 -1.845 -0.64
C 0.852 2.864 -1.780 -0.26
C 1.707 1.788 -1.151 0.52
N 1.752 0.580 -1.690 -0.55
C 1.899 -0.225 -0.561 0.34
C 2.369 -2.096 0.818 -0.30
C 3.725 -2.052 1.324 -0.55
C 4.490 -0.887 1.195 -0.11
C 4.071 0.347 0.764 -0.48
C 2.640 0.586 0.559 0.34
N 2.314 1.920 0.040 -0.58
C -2.481 1.794 -0.611 0.41
N -2.317 0.505 -0.782 -0.55
C -3.325 -0.095 -0.029 0.15
C -3.603 -1.445 0.164 -0.19
C -4.679 -1.761 0.968 -0.22
C -5.463 -0.766 1.572 -0.20
C -5.193 0.577 1.393 -0.24
C -4.108 0.883 0.581 0.09
N -3.542 2.087 0.188 -0.53
H -1.356 3.596 -0.507 0.21
H -2.276 3.402 -1.994 0.20
H -0.633 1.703 -2.655 0.41
H 1.250 3.150 -2.756 0.23
H 0.844 3.749 -1.142 0.21
H 1.964 -3.102 0.723 0.29
H 4.200 -3.000 1.529 0.23
H 5.547 -0.978 1.426 0.21
H 4.749 1.180 0.660 0.22
H 2.168 2.693 0.668 0.42
H -2.985 -2.208 -0.291 0.24
H -4.924 -2.800 1.143 0.22
H -6.296 -1.060 2.197 0.22
H -5.793 1.344 1.864 0.22
H -3.848 3.008 0.447 0.42
O 1.486 -1.618 3.287 -0.97
P 1.207 -1.061 1.830 2.32
O 1.887 0.396 1.798 -0.81
O -0.268 -1.049 1.595 -1.08
O 2.343 -1.551 -0.675 -0.62
P 1.551 -2.705 -1.960 2.53
O 2.344 -2.142 -3.214 -0.98
O 2.069 -3.983 -1.475 -1.10
O 0.172 -2.207 -1.958 -1.13
H 2.448 -1.742 3.383 0.53
H 3.194 -2.593 -3.304 0.51

---

No. 8
19
Properties=species:S:1:pos:R:3:nbo_charge:R:1 method="wB97M-V/def2-TZVPD" total_charge=0 homo_energy_ev=-8.768 lumo_ev=0.58 relative_energy_kj_mol=414.0
C -2.151 -0.873 0.060 -0.86
C -0.628 0.553 0.779 -0.22
C 0.621 0.563 0.140 -0.16
C 0.937 1.615 -0.902 -0.60
C 1.749 -0.288 0.680 -0.45
C 1.024 -1.070 -0.339 0.25
O 0.145 -1.971 -0.037 -0.68
H -2.495 -1.922 0.058 0.24
H -2.325 -0.472 -0.942 0.21
H -2.773 -0.357 0.792 0.21
H -0.713 0.162 1.788 0.21
H -1.315 1.364 0.548 0.22
H 0.050 1.858 -1.497 0.22
H 1.303 2.545 -0.445 0.21
H 1.714 1.271 -1.593 0.21
H 1.633 -0.643 1.703 0.23
H 2.750 0.061 0.431 0.22
H 1.382 -1.017 -1.375 0.16
H -0.906 -1.380 0.150 0.40

---

No. 9
63
Properties=species:S:1:pos:R:3:nbo_charge:R:1 method="wB97M-V/def2-TZVPD" total_charge=0 s_squared=3.847 homo_energy_ev="-7.596 / -7.604" spin_multiplicity=4 lumo_ev="-0.68 / -0.60"
Co 0.670 0.162 1.168 1.25
C -0.014 -2.249 -4.227 -0.60
C -0.155 -0.771 -4.612 -0.08
C 1.237 -0.129 -4.684 -0.60
C -0.805 -0.693 -5.994 -0.61
C -0.975 -0.049 -3.539 0.01
C -2.172 0.625 -3.835 -0.21
C -2.906 1.278 -2.861 -0.20
C -2.424 1.266 -1.560 -0.22
S -3.118 1.970 -0.132 0.45
C -1.812 1.352 0.787 0.13
N -0.907 0.706 0.108 -0.51
C -1.231 0.620 -1.249 0.10
C -0.517 -0.051 -2.231 -0.17
C -1.606 1.456 2.223 -0.18
C -2.506 2.043 3.103 -0.17
C -2.213 2.044 4.456 -0.22
C -1.029 1.464 4.895 -0.20
C -0.129 0.883 4.002 -0.18
C -0.407 0.865 2.641 -0.22
H 0.541 -2.786 -5.000 0.21
H -0.994 -2.722 -4.122 0.21
H 0.526 -2.370 -3.286 0.21
H 1.845 -0.642 -5.433 0.21
H 1.759 -0.183 -3.727 0.22
H 1.166 0.924 -4.962 0.22
H -0.180 -1.221 -6.716 0.22
H -0.906 0.339 -6.340 0.21
H -1.793 -1.159 -6.009 0.21
H -2.544 0.643 -4.848 0.22
H -3.829 1.782 -3.114 0.22
H 0.395 -0.571 -1.964 0.23
H -3.422 2.496 2.739 0.21
H -2.898 2.496 5.161 0.22
H -0.798 1.469 5.954 0.22
H 0.791 0.464 4.384 0.23
N -2.166 -5.415 2.281 -0.78
C -1.518 -4.258 1.959 0.23
C -0.533 -3.720 2.792 -0.31
C 0.102 -2.558 2.418 0.07
N -0.166 -1.894 1.285 -0.56
C -1.105 -2.416 0.489 0.07
C -1.794 -3.574 0.770 -0.31
H -2.052 -5.818 3.192 0.40
H -2.955 -5.717 1.740 0.40
H -0.263 -4.203 3.722 0.22
H 0.873 -2.133 3.050 0.23
H -1.314 -1.878 -0.430 0.21
H -2.536 -3.940 0.073 0.22
O 2.101 -0.154 2.198 -0.34
O 2.429 -0.524 3.368 -0.21
F 4.969 4.678 3.483 -0.29
C 4.351 3.884 2.603 0.28
C 2.990 3.995 2.404 0.25
F 2.292 4.896 3.103 -0.29
C 2.364 3.171 1.487 0.36
F 1.037 3.326 1.357 -0.32
C 3.052 2.223 0.744 -0.31
Se 2.165 1.141 -0.559 -0.27
C 4.416 2.128 0.982 0.33
F 5.171 1.236 0.333 -0.29
C 5.067 2.945 1.891 0.26
F 6.384 2.829 2.090 -0.29

---

No. 10
141
Properties=species:S:1:pos:R:3:lowdin_charge:R:1 method="wB97M-V/def2-TZVPD" total_charge=+1 homo_energy_ev=-9.638 lumo_ev=-2.94
C 0.889 0.011 5.767 -0.15
C 0.699 -0.920 4.506 -0.55
S 2.237 -1.169 3.525 0.87
C 1.865 -2.248 2.058 -0.39
N 0.902 -1.654 1.108 -0.01
C -0.492 -1.714 1.296 -0.12
C -1.361 -2.381 2.408 -0.13
C -2.605 -3.143 1.728 -0.15
C -3.876 -2.227 1.948 -0.21
C -4.766 -2.007 0.660 -0.19
C -5.937 -0.989 1.085 -0.20
C -5.988 0.299 0.172 -0.21
C -5.261 1.568 0.832 -0.19
C -4.715 2.437 -0.381 -0.23
C -4.571 3.972 -0.078 -0.21
C -3.380 4.352 0.887 -0.19
C -1.989 3.678 0.530 -0.17
C -0.840 4.702 0.151 -0.14
N 0.314 4.696 1.067 -0.15
C 0.532 4.097 2.305 -0.12
C 1.863 4.431 2.841 -0.07
C 2.484 5.322 1.782 -0.07
C 1.474 5.420 0.737 -0.11
C -1.115 -0.991 0.201 0.07
N -0.043 -0.562 -0.607 -0.07
C -0.351 0.222 -1.815 0.00
C 1.160 -0.962 -0.082 -0.03
B 2.615 -0.696 -0.712 -0.37
O 3.548 -1.769 -0.651 0.08
C 3.107 0.644 -1.443 -0.15
C 4.557 1.000 -0.901 -0.09
H 0.593 1.066 5.517 0.08
H 1.894 -0.073 6.254 0.08
H 0.134 -0.334 6.537 0.09
H 0.289 -1.919 4.806 0.07
H -0.051 -0.405 3.835 0.06
H 1.443 -3.216 2.455 0.10
H 2.838 -2.515 1.557 0.10
H -1.692 -1.642 3.195 0.11
H -0.750 -3.147 2.977 0.11
H -2.341 -3.316 0.651 0.11
H -2.671 -4.148 2.276 0.10
H -4.554 -2.656 2.748 0.13
H -3.583 -1.201 2.326 0.10
H -4.227 -1.529 -0.204 0.08
H -5.193 -2.985 0.286 0.12
H -6.905 -1.571 1.039 0.11
H -5.725 -0.642 2.136 0.10
H -7.065 0.599 0.047 0.11
H -5.583 0.118 -0.871 0.10
H -6.052 2.185 1.347 0.12
H -4.463 1.270 1.565 0.10
H -3.793 1.944 -0.792 0.09
H -5.500 2.344 -1.195 0.11
H -4.482 4.537 -1.049 0.11
H -5.525 4.331 0.413 0.12
H -3.236 5.473 0.792 0.11
H -3.652 4.181 1.965 0.11
H -1.720 3.023 1.413 0.09
H -2.056 2.957 -0.341 0.08
H -1.257 5.741 0.070 0.12
H -0.436 4.418 -0.868 0.12
H -0.209 3.449 2.821 0.09
H 2.285 4.107 3.823 0.08
H 3.496 5.785 1.855 0.08
H 1.684 6.018 -0.176 0.11
H -2.177 -0.765 -0.033 0.13
H -0.697 1.261 -1.521 0.10
H 0.552 0.388 -2.470 0.11
H -1.206 -0.215 -2.406 0.11
H 4.046 -1.671 -1.491 0.11
H 3.235 0.378 -2.544 0.12
H 2.371 1.487 -1.391 0.10
H 4.440 1.367 0.162 0.09
H 5.028 1.791 -1.552 0.07
H 5.268 0.135 -0.858 0.08
C 7.038 3.918 -5.203 -0.17
C 6.064 3.095 -6.023 -0.17
C 5.793 1.919 -5.102 -0.21
O 5.920 2.406 -3.759 -0.17
C 6.514 3.713 -3.793 -0.20
H 7.078 4.968 -5.492 0.12
H 8.045 3.500 -5.292 0.12
H 5.143 3.663 -6.185 0.12
H 6.453 2.793 -6.995 0.12
H 6.534 1.125 -5.243 0.12
H 4.797 1.494 -5.246 0.11
H 5.735 4.442 -3.549 0.12
H 7.300 3.778 -3.039 0.12
C 1.761 -5.293 -3.093 -0.16
C 1.368 -4.292 -2.026 -0.16
C 1.450 -2.979 -2.782 -0.20
O 1.133 -3.264 -4.147 -0.13
C 1.133 -4.688 -4.334 -0.19
H 1.415 -6.307 -2.892 0.12
H 2.849 -5.318 -3.198 0.12
H 0.337 -4.475 -1.706 0.12
H 2.009 -4.315 -1.143 0.11
H 2.463 -2.567 -2.752 0.11
H 0.756 -2.230 -2.394 0.09
H 0.093 -5.011 -4.450 0.11
H 1.679 -4.939 -5.245 0.12
C -3.715 -8.279 2.149 -0.17
C -5.192 -8.057 2.401 -0.17
C -5.184 -6.774 3.212 -0.20
O -4.043 -6.015 2.780 -0.17
C -3.209 -6.860 1.971 -0.22
H -3.506 -8.916 1.289 0.12
H -3.252 -8.732 3.031 0.12
H -5.710 -7.895 1.451 0.12
H -5.679 -8.884 2.918 0.12
H -5.065 -6.980 4.281 0.12
H -6.091 -6.184 3.070 0.12
H -3.308 -6.531 0.930 0.12
H -2.166 -6.745 2.275 0.11
C -2.671 -3.030 -4.885 -0.17
C -3.651 -3.839 -5.710 -0.17
C -3.935 -5.015 -4.792 -0.20
O -3.805 -4.531 -3.447 -0.14
C -3.200 -3.235 -3.476 -0.22
H -2.620 -1.978 -5.171 0.11
H -1.668 -3.458 -4.973 0.10
H -4.566 -3.262 -5.872 0.12
H -3.263 -4.142 -6.683 0.12
H -3.202 -5.816 -4.934 0.12
H -4.934 -5.430 -4.937 0.12
H -3.974 -2.497 -3.231 0.11
H -2.413 -3.179 -2.719 0.10
C 5.350 8.452 5.178 -0.18
C 6.578 7.563 5.164 -0.18
C 6.273 6.626 4.010 -0.21
O 5.473 7.363 3.076 -0.16
C 5.039 8.581 3.698 -0.20
H 5.509 9.415 5.664 0.11
H 4.528 7.942 5.690 0.12
H 7.466 8.161 4.936 0.12
H 6.752 7.039 6.104 0.11
H 5.689 5.761 4.344 0.11
H 7.176 6.265 3.513 0.12
H 5.598 9.407 3.246 0.12
H 3.975 8.733 3.504 0.12